# C22H27BiO4S

C22H27BiO4S as an isolated structure (the ωB97M-V functional and the def2-TZVPD basis, the OMol25 dataset).

## Properties
orbital gap (spin up / spin down): 1.352 / 1.357 eV
total energy: -48109.3908 eV
HOMO energy (spin up / spin down): 2.358 / 2.353 eV

Structure (ORCA input):
```
! RIJCOSX wB97M-V def2-TZVPD def2/J DEFGRID3
* xyz -2 1
Bi -0.07 0.11 0.33
C -0.59 2.40 -0.41
C 0.60 2.40 0.46
C 1.69 1.81 -0.28
H 0.64 2.73 1.51
C 1.20 1.46 -1.60
C -0.20 1.82 -1.68
H -0.88 1.66 -2.55
H -1.62 2.73 -0.14
H 2.70 1.62 0.13
H 1.79 0.96 -2.39
C -2.32 -0.78 0.58
C -2.37 -0.19 -0.76
C -1.55 -1.00 -1.64
H -2.92 0.73 -1.02
C -1.00 -2.09 -0.86
C -1.44 -1.95 0.52
H -1.16 -2.58 1.38
H -2.79 -0.38 1.49
H -1.34 -0.81 -2.71
H -0.31 -2.87 -1.24
O 1.73 -1.05 -0.29
C 2.36 -3.28 -1.99
C 2.98 -2.92 -0.72
C 2.62 -2.47 -3.19
C 1.65 -4.57 -2.10
C 2.02 -2.28 0.32
H 3.79 -2.19 -0.88
H 3.37 -3.80 -0.20
H 1.13 -2.94 0.51
H 2.54 -2.05 1.28
H 3.57 -2.77 -3.67
H 2.70 -1.40 -2.95
H 1.84 -2.60 -3.95
H 2.35 -5.39 -2.33
H 0.91 -4.57 -2.91
H 1.14 -4.85 -1.17
C -4.45 3.81 7.81
C -3.80 3.30 6.56
C -3.32 4.22 5.63
C -2.73 3.79 4.44
C -2.57 2.42 4.14
C -3.08 1.50 5.08
C -3.67 1.93 6.27
S -1.88 2.02 2.43
O -3.06 1.65 1.61
O -1.22 3.31 2.22
O -0.87 0.92 2.26
H -3.76 4.43 8.38
H -5.31 4.44 7.57
H -4.79 2.99 8.45
H -3.42 5.29 5.83
H -2.39 4.55 3.74
H -2.99 0.44 4.86
H -4.05 1.20 7.00
*
```